#1
{
  "formula": "C7H15NO",
  "method": "ωB97M-V/def2-TZVPD",
  "charge": 0,
  "spin_multiplicity": 1,
  "homo_energy_ev": -8.05,
  "species": ["C", "C", "C", "C", "C", "C", "C", "O", "N", "H", "H", "H", "H", "H", "H", "H", "H", "H", "H", "H", "H", "H", "H", "H"],
  "xyz": [[0.5489, 0.0493, -0.1082], [-0.7820, 0.4834, 0.2575], [-0.1280, -1.6284, -0.6596], [1.2447, 0.7614, -1.2415], [-1.8103, 0.8928, -0.7650], [0.5949, -2.7838, -0.0034], [-0.2909, 2.1829, 2.2211], [1.3478, -0.1664, 0.9923], [-0.3057, 2.1132, 0.9751], [2.0780, 0.4626, 0.9963], [-1.1776, -0.0567, 1.1206], [0.1351, -1.5629, -1.7150], [-1.1981, -1.8303, -0.6478], [1.3356, 1.8166, -0.9811], [0.6690, 0.6960, -2.1606], [2.2278, 0.3194, -1.4038], [-1.3726, 1.2761, -1.6833], [-2.4194, 1.6929, -0.3449], [-2.4741, 0.0615, -0.9965], [-0.4686, 1.3241, 2.8970], [-0.1101, 3.1354, 2.7343], [0.2756, -2.8951, 1.0333], [1.6724, -2.6072, -0.0129], [0.4074, -3.7370, -0.5040]],
  "nbo_charge": [0.306, -0.028, -0.414, -0.673, -0.643, -0.624, -0.096, -0.720, -0.460, 0.482, 0.207, 0.187, 0.197, 0.241, 0.224, 0.219, 0.217, 0.239, 0.217, 0.133, 0.161, 0.205, 0.211, 0.209]
}

---

#2
{
  "formula": "C7H15NO",
  "method": "ωB97M-V/def2-TZVPD",
  "charge": 0,
  "spin_multiplicity": 1,
  "homo_energy_ev": -8.32,
  "species": ["C", "C", "C", "C", "C", "N", "C", "C", "O", "H", "H", "H", "H", "H", "H", "H", "H", "H", "H", "H", "H", "H", "H", "H"],
  "xyz": [[2.2112, 1.1596, -0.2650], [1.6725, 0.1217, 0.3738], [2.4891, -0.9373, 1.0449], [-0.1642, -0.1219, 0.5642], [-0.7932, 1.1504, 1.1059], [-0.5111, -0.6618, -0.6612], [-0.5207, 0.1844, -1.8424], [-2.1491, -1.3078, -0.3686], [-3.1630, -0.3979, -0.6594], [1.6116, 1.9180, -0.7610], [3.2872, 1.3457, -0.2638], [2.2673, -0.9715, 2.1171], [3.5691, -0.7606, 0.9478], [2.2756, -1.9208, 0.6161], [-0.1819, -0.8894, 1.3443], [-0.1063, 1.6279, 1.8119], [-1.0329, 1.8798, 0.3310], [-1.7088, 0.9123, 1.6565], [0.4425, 0.1045, -2.3506], [-1.2625, -0.1858, -2.5578], [-0.7448, 1.2365, -1.6474], [-2.2512, -1.7303, 0.6327], [-2.1764, -2.1152, -1.0985], [-3.0599, 0.3596, -0.0704]],
  "nbo_charge": [-0.477, 0.066, -0.671, -0.008, -0.673, -0.467, -0.430, 0.089, -0.707, 0.195, 0.196, 0.211, 0.212, 0.223, 0.193, 0.237, 0.209, 0.197, 0.211, 0.212, 0.169, 0.160, 0.179, 0.473]
}

---

Which one sits at the top of the stability order? #1 does.

---

#1
{
  "formula": "C4H9NP2",
  "method": "ωB97M-V/def2-TZVPD",
  "charge": 0,
  "spin_multiplicity": 1,
  "homo_energy_ev": [-7.84, -8.69],
  "species": ["C", "C", "C", "C", "N", "P", "P", "H", "H", "H", "H", "H", "H", "H", "H", "H"],
  "xyz": [[0.7734, -1.0878, -0.2363], [-0.6294, -1.4297, 0.3755], [0.2222, -0.0817, -1.3477], [-1.3485, -0.0569, 0.3694], [-0.8410, 0.6515, -0.7862], [1.6162, 2.1798, 1.2722], [-0.0962, 2.8856, 0.3862], [1.4470, -0.4963, 0.3372], [1.2609, -2.0804, -0.4557], [-0.9995, -2.0251, -0.3843], [-0.6017, -1.9143, 1.3431], [0.8389, 0.6435, -1.7913], [-0.1315, -0.7431, -2.2238], [-2.4526, -0.1627, 0.1345], [-1.4015, 0.3504, 1.4739], [2.3433, 3.3672, 1.5332]],
  "nbo_charge": [-0.423, -0.424, -0.294, -0.303, -0.325, -0.102, 0.182, 0.209, 0.217, 0.195, 0.217, 0.221, 0.208, 0.215, 0.222, -0.015]
}

---

#2
{
  "formula": "C4H9NP2",
  "method": "ωB97M-V/def2-TZVPD",
  "charge": 0,
  "spin_multiplicity": 1,
  "homo_energy_ev": [-8.41, -8.41],
  "species": ["P", "N", "P", "C", "C", "C", "C", "H", "H", "H", "H", "H", "H", "H", "H", "H"],
  "xyz": [[1.6215, -0.4420, 3.6304], [2.2934, -0.2380, 1.9995], [1.3083, 0.0464, 0.7566], [-0.3414, -0.1890, -0.7267], [-1.2392, -0.8575, -1.4694], [-2.0679, 0.3534, -1.7587], [-1.0433, 1.1909, -0.9231], [1.6862, 0.9411, 4.1690], [2.9254, -0.4814, 4.2201], [0.7727, 1.2829, 0.7139], [2.3145, 0.2827, -0.2581], [-1.4223, -1.9109, -1.6167], [-2.1063, 0.7019, -2.7342], [-3.0628, 0.3604, -1.3454], [-1.3792, 1.7611, -0.0822], [-0.5972, 1.9393, -1.4917]],
  "nbo_charge": [0.466, -1.200, 1.125, -0.145, -0.226, -0.405, -0.460, -0.062, -0.034, -0.086, -0.025, 0.217, 0.204, 0.214, 0.212, 0.206]
}

---

Which one sits at the top of the stability order? #1 does.

---

#1
{
  "formula": "C16H19N3O3S",
  "method": "ωB97M-V/def2-TZVPD",
  "charge": 0,
  "spin_multiplicity": 1,
  "homo_energy_ev": -8.30,
  "species": ["C", "N", "S", "O", "O", "N", "C", "C", "C", "C", "C", "C", "H", "H", "H", "H", "H", "C", "H", "H", "C", "O", "N", "C", "C", "C", "C", "C", "C", "H", "H", "H", "H", "H", "H", "C", "H", "H", "H", "H", "H", "H"],
  "xyz": [[-0.0224, -3.9721, -0.9824], [0.9264, -3.4783, -0.1898], [1.0730, -1.8626, -0.2360], [0.9991, -1.3268, -1.6195], [2.0017, -1.2261, 0.4296], [-0.4390, -1.1255, 0.5857], [-1.6059, -0.7354, -0.1166], [-2.6314, -1.5258, -0.1712], [-3.7326, -1.1870, -0.9035], [-3.7675, -0.2655, -1.8140], [-2.3236, 0.4102, -1.9325], [-1.2621, 0.1929, -1.3003], [-0.6289, 0.7012, -1.5308], [-2.3937, 1.1494, -2.6939], [-4.5646, 0.0123, -2.5162], [-4.7537, -1.6772, -0.5306], [-2.9108, -2.2727, 0.7264], [-0.3356, -0.4761, 1.9004], [-1.1141, -0.8785, 2.3537], [0.6222, -0.9075, 2.4753], [-0.1378, 1.0394, 1.5591], [-0.9569, 1.8203, 2.1710], [1.0838, 1.2986, 1.1152], [1.4354, 2.6276, 0.7574], [0.8676, 3.6930, 0.5519], [1.1307, 4.8657, 0.2473], [2.1737, 5.0676, -0.4529], [3.2239, 3.7572, -0.6020], [2.5899, 2.7319, -0.0006], [3.1216, 1.7184, -0.1948], [4.1324, 3.8356, -1.1550], [2.7251, 5.9907, -0.9224], [0.5785, 5.8069, 0.4302], [-0.3822, 3.7740, 1.2360], [1.5877, 0.6314, 0.8348], [1.1702, -4.0011, 1.2352], [1.3016, -4.9694, 0.9422], [0.0029, -3.7863, 1.9304], [1.8164, -3.3546, 1.7489], [-0.8593, -3.8370, -0.5110], [-0.0991, -3.4006, -1.8499], [0.3577, -4.8578, -1.0047]],
  "nbo_charge": [-0.418, -0.617, 2.473, -0.943, -0.965, -0.761, 0.163, -0.250, -0.206, -0.197, -0.157, -0.172, 0.171, 0.187, 0.227, 0.198, 0.216, -0.268, 0.213, 0.207, 0.659, -0.608, -0.555, 0.071, -0.123, -0.311, -0.136, -0.228, -0.194, 0.187, 0.226, 0.215, 0.226, 0.193, 0.406, -0.382, 0.212, 0.165, 0.236, 0.188, 0.250, 0.203]
}

---

#2
{
  "formula": "C16H19N3O3S",
  "method": "ωB97M-V/def2-TZVPD",
  "charge": 0,
  "spin_multiplicity": 1,
  "homo_energy_ev": -7.54,
  "species": ["O", "N", "O", "C", "C", "C", "C", "C", "C", "N", "C", "C", "C", "C", "C", "C", "S", "H", "H", "H", "H", "H", "H", "H", "H", "C", "O", "C", "C", "C", "N", "H", "H", "H", "H", "H", "H", "H", "H", "H", "H", "H"],
  "xyz": [[2.8495, -0.7254, -0.1502], [3.5317, -0.1773, -0.9065], [3.1133, -0.4107, -2.2878], [1.8788, 0.1943, -2.5289], [1.8095, 1.5608, -2.7449], [0.5585, 2.1126, -2.9799], [-0.5922, 1.3303, -2.9943], [-0.5166, -0.0440, -2.7927], [0.7457, -0.5977, -2.5635], [-1.6092, -0.9301, -2.7817], [-2.9058, -0.4892, -3.1302], [-3.8942, -1.4693, -3.2466], [-5.2092, -1.1537, -3.5481], [-5.5726, 0.1710, -3.7526], [-4.5927, 1.1492, -3.6678], [-3.2756, 0.8305, -3.3547], [-2.1260, 2.1752, -3.2601], [2.7125, 2.1469, -2.7330], [0.4963, 3.1760, -3.1507], [0.8475, -1.6579, -2.3939], [-1.6231, -1.5097, -1.9569], [-3.6178, -2.5026, -3.0967], [-5.9351, -1.9487, -3.6039], [-6.5995, 0.4097, -3.9733], [-4.8823, 2.1767, -3.8284], [2.8836, -1.7684, 5.2861], [2.3750, -1.7525, 3.9659], [1.2107, -0.9733, 3.7739], [1.4691, 0.5238, 3.5472], [1.8098, 1.2868, 4.8233], [2.5172, 0.7620, 2.5520], [2.0792, -1.7327, 6.0265], [3.5763, -0.9412, 5.4590], [3.4342, -2.7001, 5.4142], [0.7402, -1.3755, 2.8724], [0.5067, -1.1318, 4.6019], [0.5384, 0.9455, 3.1548], [2.8283, 1.0877, 5.1563], [1.7332, 2.3597, 4.6488], [1.1266, 1.0271, 5.6348], [2.2445, 0.3362, 1.6733], [3.3353, 0.2299, 2.8369]],
  "nbo_charge": [-0.229, 0.427, -0.442, 0.246, -0.257, -0.197, -0.226, 0.221, -0.279, -0.614, 0.096, -0.212, -0.207, -0.216, -0.238, -0.116, 0.297, 0.233, 0.225, 0.230, 0.393, 0.213, 0.216, 0.218, 0.219, -0.247, -0.548, -0.072, -0.081, -0.613, -0.825, 0.167, 0.166, 0.190, 0.182, 0.162, 0.187, 0.201, 0.220, 0.202, 0.355, 0.354]
}

---

Which one sits at the top of the stability order? #2 does.

---

#1
{
  "formula": "C3H14O3S2",
  "method": "ωB97M-V/def2-TZVPD",
  "charge": 0,
  "spin_multiplicity": 1,
  "homo_energy_ev": -8.89,
  "species": ["C", "C", "C", "S", "S", "H", "H", "H", "H", "H", "H", "H", "H", "O", "H", "H", "O", "H", "H", "O", "H", "H"],
  "xyz": [[-2.3794, 0.6826, 2.1076], [-1.2002, -0.3234, 2.3876], [-0.4376, -0.5085, 1.0687], [0.7666, -1.8838, 1.3974], [-0.2615, -3.6249, 0.9660], [-2.0196, 1.3210, 1.2871], [-3.3317, 0.2672, 1.8172], [-2.4988, 1.3355, 2.9757], [-1.6723, -1.3064, 2.5990], [-0.5032, 0.0623, 3.1193], [0.0791, 0.4285, 0.8291], [-1.0729, -0.7138, 0.2130], [-0.9519, -3.5534, 2.1477], [0.8670, 0.9676, -1.2702], [1.1266, 1.8779, -1.2502], [1.5451, 0.3352, -1.0904], [0.3089, -1.2470, -5.1539], [-0.2273, -1.9806, -4.8434], [0.6102, -0.9113, -4.2960], [3.6233, 2.5922, -1.5522], [3.2174, 3.1707, -2.2191], [4.4122, 3.0121, -1.2401]],
  "nbo_charge": [-0.616, -0.412, -0.519, 0.050, -0.132, 0.199, 0.212, 0.209, 0.197, 0.210, 0.242, 0.227, 0.128, -0.968, 0.486, 0.487, -0.930, 0.463, 0.468, -0.950, 0.474, 0.476]
}

---

#2
{
  "formula": "C3H14O3S2",
  "method": "ωB97M-V/def2-TZVPD",
  "charge": 0,
  "spin_multiplicity": 1,
  "homo_energy_ev": -8.96,
  "species": ["C", "C", "C", "S", "S", "H", "H", "H", "H", "H", "H", "H", "H", "O", "H", "H", "O", "H", "H", "O", "H", "H"],
  "xyz": [[-3.0072, 1.1071, -0.6989], [-1.6793, 0.6766, -0.0959], [-1.6428, -0.6441, 0.6798], [-0.2337, -0.6489, 1.9006], [0.8683, -2.3261, 1.3973], [-3.8375, 1.1523, 0.0093], [-2.8765, 2.1333, -1.0462], [-3.3272, 0.4793, -1.5293], [-1.3697, 1.4634, 0.6048], [-0.8584, 0.7201, -0.8131], [-1.6871, -1.5832, 0.1390], [-2.5010, -0.6202, 1.3574], [1.5684, -1.8229, 0.3561], [3.2003, -0.4185, -0.7391], [3.4266, 0.0412, -1.5604], [3.5958, 0.2206, -0.1097], [0.6328, -1.0097, -1.8058], [0.9625, -1.8846, -1.9653], [1.3654, -0.5767, -1.3459], [2.8378, 1.1294, 1.6084], [2.2877, 1.9225, 1.5919], [2.2748, 0.4890, 2.0652]],
  "nbo_charge": [-0.606, -0.417, -0.491, 0.030, -0.143, 0.202, 0.213, 0.208, 0.191, 0.224, 0.239, 0.204, 0.140, -0.967, 0.472, 0.507, -0.961, 0.466, 0.487, -0.961, 0.477, 0.486]
}

---

Which one sits at the top of the stability order? #2 does.